Record 1
4 unconnected molecules or ions with the total composition C12H15ClN3. Source: the Open Molecules 2025 dataset; level of theory: ωB97M-V/def2-TZVPD.

The geometry in ORCA input format:
```
! RIJCOSX wB97M-V def2-TZVPD def2/J DEFGRID3
* xyz -1 1
Cl 2.11061 0.03154 1.77033
N -1.43016 1.13403 2.67469
C -2.57511 0.45616 2.97653
C -3.47797 1.41488 3.39821
C -2.86206 2.67509 3.31286
C -1.57390 2.46775 2.82143
H -0.60618 0.69376 2.28105
H -2.60938 -0.61776 3.00664
H -4.42505 1.15618 3.84768
H -3.35724 3.61582 3.49291
H -0.70898 3.08270 2.64293
N 0.73364 -2.57300 -0.38222
C -0.48220 -3.20361 -0.43286
C -0.34586 -4.27772 -1.26983
C 0.96335 -4.25282 -1.80007
C 1.60723 -3.17925 -1.22865
H 1.01995 -1.83507 0.24615
H -1.33489 -2.89986 0.15009
H -1.05936 -5.04130 -1.53569
H 1.36746 -4.95458 -2.51239
H 2.58302 -2.71717 -1.24426
N 2.09302 1.37385 -1.28482
C 2.38898 2.64373 -1.73315
C 1.68911 2.86468 -2.89219
C 0.96767 1.68873 -3.17697
C 1.23675 0.79116 -2.16699
H 2.27970 1.00396 -0.35419
H 3.03651 3.26990 -1.14256
H 1.75842 3.73175 -3.52922
H 0.28410 1.58677 -4.00525
H 0.72884 -0.13031 -1.93019
*
```

Summary:
Orbital gap: 8.60 eV
E: -29682.5518 eV
F_max: 1.35 eV/A
LUMO: 3.3 eV

Record 2
A molecular structure, C37H52BiN6P2S2Si2Te. Source: the Open Molecules 2025 dataset; level of theory: ωB97M-V/def2-TZVPD.

The geometry in ORCA input format:
```
! RIJCOSX wB97M-V def2-TZVPD def2/J DEFGRID3
* xyz 3 1
Bi 0.11665 -0.35336 0.54577
C -0.00716 -4.96375 1.96257
P -0.40060 -3.33121 1.20818
C -2.11671 -3.12574 1.83328
C -0.64840 -3.80417 -0.54166
C -1.67132 -4.62750 -0.98732
C -1.71498 -5.02087 -2.31494
C -0.73254 -4.59964 -3.19899
C 0.28653 -3.76461 -2.76905
C 0.33060 -3.36048 -1.44012
P 1.66823 -2.35558 -0.70351
C 2.91598 -3.62630 -0.24501
C 2.56410 -1.55092 -2.08863
H -0.72834 -5.71152 1.63517
H -0.05804 -4.85900 3.04564
H 0.99129 -5.29148 1.68514
H -2.65556 -4.07044 1.80362
H -2.64682 -2.37769 1.24568
H -2.06562 -2.79464 2.87157
H -2.42464 -4.98105 -0.30066
H -2.50661 -5.67004 -2.65499
H -0.75342 -4.93641 -4.22389
H 1.04921 -3.45925 -3.46994
H 3.12738 -4.23893 -1.12280
H 2.54055 -4.26805 0.54656
H 3.83604 -3.13932 0.07713
H 2.82332 -2.26090 -2.87284
H 3.49182 -1.14198 -1.68699
H 1.97242 -0.73519 -2.50298
S 3.29069 3.74933 6.40545
N 3.42160 2.19992 6.01054
C 2.77918 1.97572 4.87140
C 2.69357 0.74513 4.15256
C 3.31114 -0.43807 4.57601
C 3.19010 -1.56583 3.79158
C 2.45402 -1.49174 2.61293
N 1.86913 -0.38053 2.19693
C 1.96725 0.73461 2.94015
C 1.29657 1.91416 2.46643
N 0.54453 1.81911 1.35661
C -0.08253 2.88977 0.89491
C 0.01494 4.13975 1.49192
C 0.76741 4.27209 2.64112
C 1.41158 3.14257 3.15857
C 2.17235 3.16242 4.36493
N 2.40295 4.20851 5.14982
H 3.86989 -0.43618 5.49899
H 3.66163 -2.49299 4.07546
H 2.32371 -2.36452 1.99209
H -0.69432 2.74936 0.01383
H -0.49868 4.98152 1.05540
H 0.87258 5.21106 3.16281
N -3.73761 2.84589 0.44536
C -3.20925 1.93175 1.26717
S -2.71911 0.45328 0.59351
N -3.00821 2.27069 2.53838
C -2.73184 1.40182 3.62856
C -3.34723 0.16124 3.72751
C -3.11244 -0.63417 4.83478
C -2.27395 -0.19286 5.84436
C -1.67181 1.05283 5.74717
C -1.89869 1.85490 4.64354
H -3.98917 2.56889 -0.49119
H -4.23465 3.64050 0.82216
H -3.24559 3.22032 2.80720
H -4.04641 -0.15054 2.96725
H -3.61619 -1.58442 4.92411
H -2.11540 -0.79722 6.72240
H -1.04663 1.41576 6.54647
H -1.46748 2.84543 4.58899
C -3.02510 -1.48806 -3.35026
Si -2.14984 -0.36926 -4.62598
C -1.97040 -1.08564 -6.36752
C -2.96209 1.35037 -4.66887
C -0.38057 -0.21177 -3.80394
Te -0.67246 0.91716 -1.98648
C 0.36998 2.68486 -2.72190
Si 2.30238 2.94399 -2.85945
C 2.45397 4.76070 -3.36953
C 3.04938 1.78156 -4.16118
C 2.97264 2.61965 -1.09880
H -4.08523 -1.57433 -3.56195
H -2.92491 -1.08849 -2.33836
H -2.61662 -2.49481 -3.34849
H -2.95158 -1.26717 -6.79340
H -1.43037 -2.02571 -6.39338
H -1.46179 -0.39488 -7.03292
H -3.97760 1.27995 -5.04458
H -2.43409 2.03402 -5.32547
H -3.01090 1.80779 -3.68231
H 0.33877 0.32350 -4.41433
H -0.00204 -1.20160 -3.57148
H -0.03874 3.50844 -2.13630
H -0.06007 2.77861 -3.71770
H 1.96513 4.94515 -4.32145
H 3.49441 5.04329 -3.49065
H 2.01949 5.44051 -2.64308
H 2.59866 1.95027 -5.13493
H 2.96300 0.72452 -3.93180
H 4.10828 1.99809 -4.26900
H 2.57189 3.34296 -0.39393
H 4.05049 2.73477 -1.08981
H 2.74492 1.62232 -0.72499
*
```

Summary:
Orbital gap: 6.59 eV
E: -117270.2999 eV
F_max: 2.18 eV/A
LUMO: -8.8 eV

Record 3
A molecular structure, C37H44BaIN6O4S2Si. Source: the Open Molecules 2025 dataset; level of theory: ωB97M-V/def2-TZVPD.

The geometry in ORCA input format:
```
! RIJCOSX wB97M-V def2-TZVPD def2/J DEFGRID3
* xyz -1 1
Ba 0.29817 -0.01082 1.29228
C -4.30176 4.54271 3.34155
C -3.04850 3.71554 3.28433
C -2.11343 3.89961 2.26254
C -1.02355 3.06497 2.29397
N -0.81959 2.13308 3.23304
C -1.76095 2.03849 4.22683
S -1.56712 0.89133 5.47393
N -2.88117 2.81490 4.23456
H -4.05689 5.59693 3.48691
H -4.92313 4.20417 4.16712
H -4.86153 4.46171 2.40791
H -2.24398 4.63491 1.48067
H -0.26266 3.12285 1.51183
C 4.02812 1.24703 1.65469
C 4.61684 -0.15858 1.56246
C 4.96398 -0.55140 0.13059
N 3.76445 -0.86812 -0.63349
C 3.60989 -1.79355 -1.57874
S 2.43052 -1.69837 -2.74787
N 4.49890 -2.87133 -1.61127
C 5.08118 -3.67684 -0.64423
O 5.99155 -4.41487 -0.96447
C 4.52417 -3.66117 0.73245
C 3.17230 -3.46768 0.96153
C 2.69635 -3.45026 2.26173
C 3.54358 -3.66114 3.33333
C 4.89901 -3.89282 3.09963
C 5.38730 -3.89463 1.80333
H 3.86619 1.53626 2.69694
H 3.05715 1.33063 1.14805
H 4.69169 1.98496 1.19774
H 3.91494 -0.89007 1.97257
H 5.52810 -0.22329 2.16380
H 5.63450 -1.40881 0.11922
H 5.48582 0.27161 -0.37092
H 3.06098 -0.13518 -0.68502
H 4.63724 -3.22612 -2.54561
H 2.47820 -3.29710 0.14734
H 1.64591 -3.24463 2.40289
H 3.16273 -3.63043 4.34607
H 5.57388 -4.05241 3.93170
H 6.43645 -4.06923 1.60108
C 0.28040 -1.36196 7.45987
N 0.49363 -1.86600 6.10254
N 1.45182 -1.23270 5.32595
C 1.06234 -1.24463 4.01302
O 1.79784 -0.76759 3.11819
C -0.23936 -1.86555 3.97720
C -0.54806 -2.16442 5.26689
C -1.84045 -2.65416 5.80824
C 2.78227 -1.05945 5.77104
C 3.37110 -1.98970 6.61697
C 4.68846 -1.81274 7.01526
C 5.41707 -0.72567 6.55530
C 4.81803 0.19665 5.70592
C 3.49699 0.04462 5.31939
H 1.24659 -1.15759 7.91320
H -0.21653 -2.13767 8.03888
H -0.31498 -0.44908 7.44387
H -0.88356 -2.04129 3.12294
H -2.41486 -3.11948 5.00953
H -2.40808 -1.79672 6.17922
H -1.69940 -3.37477 6.61388
H 2.80384 -2.85254 6.94328
H 5.14810 -2.53669 7.67578
H 6.44693 -0.59410 6.86115
H 5.37945 1.05046 5.34845
H 3.00883 0.76228 4.67551
I -4.52127 -7.42535 2.28134
C -3.36206 -5.77582 1.70890
C -3.98372 -4.55938 1.46832
C -3.21104 -3.47192 1.08736
C -1.83451 -3.60204 0.95348
C -1.22799 -4.82678 1.19981
C -1.98904 -5.92316 1.57798
C -0.99755 -2.40761 0.58309
O 0.26626 -2.51533 0.59359
O -1.60380 -1.31611 0.35427
H -5.05476 -4.45912 1.57829
H -3.66326 -2.50806 0.89598
H -0.15347 -4.90753 1.09573
H -1.51890 -6.87778 1.76998
C 2.16874 4.17955 0.37246
Si 1.47129 2.63368 -0.57605
C 0.15464 3.44789 -1.72078
C 2.90334 2.36948 -1.83971
H 2.49368 4.95522 -0.33087
H 3.02644 3.90568 0.99551
H 1.43244 4.64358 1.04900
H 0.52344 4.39101 -2.14125
H -0.78768 3.65633 -1.20312
H -0.07797 2.77809 -2.55407
H 3.08762 3.27504 -2.43011
H 2.66732 1.56037 -2.53584
H 3.85113 2.10521 -1.34223
*
```

Summary:
Orbital gap: 5.64 eV
E: -94562.1600 eV
F_max: 1.90 eV/A
LUMO: 1.8 eV

> F_max of number 2 (C37H52BiN6P2S2Si2Te)?

2.18 eV/A

> The highest E belongs to which entry?

C12H15ClN3